# 1
# C7H8O

A structure of composition C7H8O (ωB97M-V with the def2-TZVPD basis set, the Open Molecules 2025 dataset).

Computed properties:
E = -9428.46329 eV
HOMO = -8.45 eV
Lowest unoccupied orbital energy = 0.008 hartree
M = 108.140 g/mol
ΔE to the lowest compared entry with this formula, charge and spin = 750.6 kJ/mol
HOMO-LUMO gap = 8.68 eV
Largest force on an atom = 6.8 eV Å⁻¹

Last column: Löwdin charge in e.
Cartesian coordinates (Å):
1 C 2.16993 1.25651 0.33119  -0.031
2 C 1.84222 0.06477 -0.17612  -0.193
3 C 0.51888 -0.43442 0.01025  -0.233
4 C -0.09110 -1.62039 -0.53594  0.124
5 C -1.67127 -0.97572 -0.45144  -0.163
6 C -1.65129 -0.15151 0.78909  -0.205
7 C -0.57485 0.67130 0.18973  -0.170
8 H 1.62236 2.11866 0.60564  0.019
9 H 3.36688 1.53241 0.00209  0.122
10 H 2.88386 -0.50085 -0.58437  0.165
11 H 0.23158 -2.54859 -1.02714  0.091
12 H -2.55846 -1.46626 -0.94146  0.144
13 H -2.49910 0.47464 0.62142  0.081
14 H -1.96622 -0.67581 2.02622  0.205
15 H -0.19779 1.82490 0.26759  0.182
16 O -1.42563 0.43037 -1.12676  -0.139

=====

# 2
# CH9N4P

The molecule CH9N4P (ωB97M-V with the def2-TZVPD basis set, the Open Molecules 2025 dataset).

Computed properties:
E = -16432.35320 eV
HOMO = -8.40 eV
Lowest unoccupied orbital energy = 0.027 hartree
M = 108.085 g/mol
ΔE to the lowest compared entry with this formula, charge and spin = 24.8 kJ/mol
Structure (SMILES) = CNP(=N)(N)N
HOMO-LUMO gap = 9.14 eV
Largest force on an atom = 5.1 eV Å⁻¹

Last column: Löwdin charge in e.
Cartesian coordinates (Å):
1 C -1.30871 -0.96697 -1.19252  -0.149
2 N 0.04574 -0.96662 -0.53445  -0.206
3 P 0.67686 0.31942 0.34494  0.405
4 N 2.34660 0.39118 0.28178  -0.204
5 N 0.45322 -0.08540 1.90964  -0.103
6 N -0.29347 1.60189 -0.02773  -0.090
7 H -2.17160 -0.96414 -0.43529  0.092
8 H -1.37822 -0.06963 -1.82034  0.062
9 H -1.49622 -1.83785 -1.75390  0.043
10 H 0.13793 -1.65830 0.22992  0.074
11 H 2.61255 0.29765 -0.64054  -0.117
12 H 0.51393 0.76424 2.47586  0.062
13 H 1.26531 -0.64345 2.00297  0.017
14 H -1.31594 1.46113 -0.18304  0.063
15 H -0.08799 2.35687 -0.65730  0.051

=====

# 3
# C4H11BrIN4

A structure of composition C4H11BrIN4 (ωB97M-V with the def2-TZVPD basis set, the Open Molecules 2025 dataset).

Computed properties:
E = -88421.55454 eV
HOMO = -12.94 eV
Lowest unoccupied orbital energy = -0.156 hartree
M = 321.968 g/mol
ΔE to the lowest compared entry with this formula, charge and spin = 0.0 kJ/mol
HOMO-LUMO gap = 8.71 eV
Net charge = +1
Largest force on an atom = 3.0 eV Å⁻¹

Last column: Löwdin charge in e.
Cartesian coordinates (Å):
1 C 0.77342 1.61796 -0.96176  -0.271
2 C 0.42690 -0.32456 1.08351  -0.418
3 C 0.63006 1.17769 1.39829  -0.753
4 C -0.41484 -0.41760 -0.28530  -0.398
5 N 1.47424 1.83050 0.20857  -0.537
6 N -0.44123 -0.97513 1.99152  0.042
7 N -0.90202 -1.64458 -0.77204  0.101
8 N 0.47521 0.10436 -1.27629  0.088
9 Br 1.55700 1.40623 3.01522  0.780
10 I 3.53335 1.37430 0.18256  0.902
11 H -0.29469 2.08059 -0.88784  0.179
12 H 1.34364 1.98198 -1.78136  0.103
13 H 1.44396 -0.88529 1.09972  0.158
14 H -0.24167 1.86442 1.51832  0.112
15 H -1.32459 0.31266 -0.07297  0.200
16 H -1.29956 -0.54893 1.84129  0.051
17 H -0.26362 -0.87129 3.00844  0.103
18 H -1.58070 -1.89186 -0.00368  0.128
19 H -0.17492 -2.31360 -0.76009  0.085
20 H 0.20707 -0.04974 -2.23990  0.179
21 H 1.36285 -0.44188 -1.31056  0.167

=====

# 4
# C36H79FN3O12PS3

A structure of composition C36H79FN3O12PS3 (ωB97M-V with the def2-TZVPD basis set, the Open Molecules 2025 dataset).

Computed properties:
E = -112160.72210 eV
HOMO = -8.37 eV
Lowest unoccupied orbital energy = -0.032 hartree
M = 892.210 g/mol
HOMO-LUMO gap = 7.50 eV
Largest force on an atom = 2.2 eV Å⁻¹

Last column: Löwdin charge in e.
Cartesian coordinates (Å):
1 N -2.38053 -0.58999 -3.72544  -0.266
2 P -1.43327 0.57687 -3.27925  0.731
3 N 0.18793 0.57323 -3.95607  -0.330
4 C 1.05162 -0.54398 -3.43358  -0.242
5 C 1.28238 -0.45077 -1.93039  -0.263
6 C 2.06139 0.80799 -1.52594  -0.453
7 S 1.71411 1.44063 0.15667  0.852
8 C 0.90133 0.10356 1.09206  -1.022
9 S -0.69794 0.20875 1.32763  0.753
10 N 1.78418 -0.89650 1.60353  -0.099
11 C 1.87819 -2.08695 0.78963  -0.249
12 C 3.17125 -2.58838 0.61052  -0.005
13 C 3.41912 -3.72930 -0.14202  -0.067
14 C 2.33847 -4.39036 -0.72965  -0.081
15 C 1.04695 -3.91758 -0.53813  -0.066
16 C 0.80871 -2.76523 0.21280  -0.050
17 C 1.55069 -1.22079 2.99969  -0.249
18 C 0.48268 -1.98743 3.46885  -0.050
19 C 0.31747 -2.29224 4.80820  -0.065
20 C 1.28272 -1.83168 5.74097  -0.070
21 C 2.33298 -1.07244 5.25839  -0.079
22 C 2.49068 -0.75612 3.90777  0.004
23 S 0.14161 0.46627 -5.62689  0.570
24 O 1.37962 0.89564 -6.17651  -0.238
25 O -1.06696 1.06626 -6.09449  -0.279
26 F 0.01212 -1.06625 -5.97815  -0.134
27 H -1.91928 -1.22967 -4.36277  -0.036
28 H -1.31197 0.53510 -1.87435  0.004
29 H -1.93331 1.85728 -3.59829  0.020
30 H 2.01391 -0.50489 -3.95080  0.125
31 H 0.62126 -1.51881 -3.67643  0.115
32 H 1.90036 -1.31691 -1.68737  0.104
33 H 0.35440 -0.58094 -1.37910  0.051
34 H 3.13132 0.60678 -1.58770  0.074
35 H 1.85006 1.60334 -2.24292  0.067
36 H 3.99225 -2.06092 1.08427  0.115
37 H 4.43386 -4.08158 -0.25903  0.102
38 H 2.47396 -5.28079 -1.33007  0.101
39 H 0.18474 -4.41118 -0.97386  0.085
40 H -0.20837 -2.42135 0.34881  0.092
41 H -0.25083 -2.36174 2.76710  0.079
42 H -0.55071 -2.87327 5.08683  0.100
43 H 1.15059 -2.10471 6.77799  0.103
44 H 3.07614 -0.74231 5.96588  0.077
45 H 3.33513 -0.17552 3.56011  0.114
46 C -2.54725 1.27638 6.38895  -0.086
47 C -1.61150 0.08069 6.37390  -0.314
48 O -1.40955 -0.39697 7.70490  -0.096
49 H -2.13449 2.07238 7.01026  0.073
50 H -2.70931 1.66600 5.38164  0.068
51 H -3.51613 1.00085 6.81383  0.071
52 H -0.63231 0.34269 5.97601  0.106
53 H -2.02000 -0.73352 5.76547  0.095
54 H -2.26742 -0.64967 8.06354  0.043
55 C -4.56177 1.16063 -6.29578  -0.092
56 C -5.51943 0.65512 -7.35952  -0.318
57 O -5.84123 1.67472 -8.29904  -0.098
58 H -5.00243 2.01100 -5.77115  0.079
59 H -4.32920 0.37808 -5.57021  0.056
60 H -3.62809 1.50591 -6.74015  0.043
61 H -6.45647 0.33125 -6.90679  0.107
62 H -5.08398 -0.19824 -7.89257  0.107
63 H -5.01485 1.95240 -8.71679  0.045
64 C -3.37375 -1.12618 11.89966  -0.090
65 C -3.89055 -1.26168 10.48010  -0.312
66 O -2.99315 -2.01990 9.66799  -0.089
67 H -2.39373 -0.64845 11.90193  0.077
68 H -4.05553 -0.53302 12.51077  0.075
69 H -3.25913 -2.10870 12.36370  0.072
70 H -3.98573 -0.28112 10.01452  0.110
71 H -4.87492 -1.74111 10.47455  0.109
72 H -2.90697 -2.89203 10.06193  0.085
73 C -2.17173 5.01181 -7.48772  -0.084
74 C -2.24037 3.75332 -8.33130  -0.295
75 O -3.58590 3.45277 -8.70462  -0.092
76 H -2.77997 4.90061 -6.58942  0.077
77 H -1.14344 5.22850 -7.19306  0.075
78 H -2.56330 5.87036 -8.04041  0.067
79 H -1.86841 2.89710 -7.77157  0.089
80 H -1.63248 3.86220 -9.23578  0.104
81 H -3.92846 4.19449 -9.21201  0.091
82 C 4.70665 0.98254 -6.58868  -0.089
83 C 5.25012 2.39061 -6.43719  -0.321
84 O 6.67669 2.40951 -6.43055  -0.087
85 H 5.07009 0.34670 -5.77939  0.076
86 H 3.61755 0.98029 -6.57684  0.037
87 H 5.04570 0.53710 -7.52756  0.075
88 H 4.92735 2.82549 -5.49232  0.110
89 H 4.88728 3.03015 -7.24892  0.108
90 H 6.97720 2.04034 -7.26543  0.075
91 C 2.60966 1.49475 10.05685  -0.093
92 C 2.14561 1.34263 8.62009  -0.308
93 O 3.07737 0.58566 7.84607  -0.101
94 H 3.58549 1.98087 10.09263  0.074
95 H 1.90064 2.08721 10.63708  0.073
96 H 2.71475 0.51707 10.53363  0.071
97 H 2.06011 2.31687 8.14130  0.113
98 H 1.16604 0.85431 8.58200  0.104
99 H 3.15259 -0.28253 8.25369  0.078
100 C -4.32706 -1.02752 2.78209  -0.084
101 C -3.48497 -2.28891 2.77788  -0.318
102 O -3.23706 -2.75634 4.10338  -0.088
103 H -3.83065 -0.24366 3.35610  0.067
104 H -4.49825 -0.66513 1.76693  0.077
105 H -5.29635 -1.21181 3.25193  0.074
106 H -2.51314 -2.09311 2.32549  0.067
107 H -3.97751 -3.08083 2.20372  0.103
108 H -4.08669 -2.94272 4.51265  0.081
109 C -0.13752 6.63225 -10.51524  -0.098
110 C -0.02956 7.97060 -9.80791  -0.323
111 O -0.65294 9.01122 -10.55582  -0.081
112 H 0.31861 6.68637 -11.50402  0.076
113 H 0.35610 5.84540 -9.94188  0.071
114 H -1.18537 6.35383 -10.65652  0.066
115 H 1.01428 8.25446 -9.68503  0.112
116 H -0.48854 7.91763 -8.81448  0.103
117 H -1.58034 8.78212 -10.66204  0.077
118 C -3.25486 -6.04225 0.19768  -0.089
119 C -2.96114 -6.06943 -1.29089  -0.312
120 O -1.56551 -5.92074 -1.54725  -0.098
121 H -2.90315 -5.10806 0.63698  0.064
122 H -4.32486 -6.13989 0.38855  0.075
123 H -2.73664 -6.85677 0.70948  0.074
124 H -3.46243 -5.24549 -1.79581  0.113
125 H -3.31138 -7.00740 -1.73350  0.108
126 H -1.11119 -6.65065 -1.11570  0.081
127 C 7.39017 -0.88816 4.82325  -0.092
128 C 6.62375 -1.56996 3.70495  -0.321
129 O 6.17757 -0.61751 2.73919  -0.095
130 H 6.76272 -0.14209 5.31199  0.075
131 H 7.72296 -1.61094 5.56995  0.073
132 H 8.26721 -0.36869 4.42938  0.072
133 H 5.73848 -2.06852 4.09806  0.106
134 H 7.24945 -2.31900 3.20776  0.107
135 H 6.95653 -0.17974 2.38467  0.077

=====

# 5
# C8H9NO3

A cluster of 2 separate species, C8H9NO3 in total (ωB97M-V with the def2-TZVPD basis set, the Open Molecules 2025 dataset).

Computed properties:
E = -16071.86453 eV
HOMO = -7.44 eV
Lowest unoccupied orbital energy = 0.022 hartree
M = 167.164 g/mol
ΔE to the lowest compared entry with this formula, charge and spin = 285.4 kJ/mol
Structure (SMILES) = N=C=C1C=CC=CC1.O=C(O)O
HOMO-LUMO gap = 8.05 eV
Largest force on an atom = 6.0 eV Å⁻¹

Last column: Löwdin charge in e.
Cartesian coordinates (Å):
1 N 1.87107 1.39326 2.42903  0.153
2 C 1.10751 0.50981 2.08259  -0.139
3 C 0.32044 -0.27317 1.36139  -0.194
4 C -1.05322 0.19584 1.30347  -0.093
5 C -1.90038 -0.28249 0.39171  -0.115
6 C -1.48407 -1.25046 -0.61083  -0.102
7 C -0.23266 -1.72877 -0.71308  -0.065
8 C 0.78239 -1.39454 0.37741  -0.088
9 H 2.20696 1.54700 3.40294  0.087
10 H -1.51550 0.97945 1.89046  0.113
11 H -2.87390 0.17247 0.51201  0.095
12 H -2.20338 -1.68520 -1.37591  0.123
13 H 0.07567 -2.33463 -1.43464  0.064
14 H 1.57803 -1.06811 -0.13879  0.043
15 H 1.04259 -2.21974 1.06791  0.128
16 O 1.79289 0.44366 -1.78677  0.112
17 C 0.71132 0.98755 -1.87950  -0.657
18 O 0.20060 1.89631 -1.01322  0.133
19 O -0.16598 0.80089 -2.80278  0.181
20 H 0.79455 2.23545 -0.37561  0.100
21 H -1.05491 1.07541 -2.68779  0.120

=====

# 6
# C3H6O3

The molecule C3H6O3 (ωB97M-V with the def2-TZVPD basis set, the Open Molecules 2025 dataset).

Computed properties:
E = -9349.28474 eV
HOMO = -10.03 eV
Lowest unoccupied orbital energy = 0.022 hartree
M = 90.078 g/mol
ΔE to the lowest compared entry with this formula, charge and spin = 196.1 kJ/mol
Structure (SMILES) = COC(=O)CO
HOMO-LUMO gap = 10.64 eV
Largest force on an atom = 5.6 eV Å⁻¹

Last column: Löwdin charge in e.
Cartesian coordinates (Å):
1 C -1.76226 -0.58697 -0.04060  -0.096
2 O -0.41288 -0.48896 0.03569  -0.046
3 C 0.15190 0.68863 -0.08266  -0.537
4 O -0.46061 1.70265 -0.20336  0.128
5 C 1.65654 0.56290 0.12820  -0.138
6 O 1.98203 -0.76790 -0.34223  -0.125
7 H -2.33394 0.01209 0.66222  0.094
8 H -2.11279 -1.58912 -0.12263  0.079
9 H -2.18285 -0.13267 -1.08034  0.148
10 H 1.74155 0.83306 1.24747  0.157
11 H 2.17282 1.26384 -0.57602  0.143
12 H 1.56049 -1.49754 0.37425  0.194

=====

Repeat the sixth record exactly.
# C3H6O3

The molecule C3H6O3 (ωB97M-V with the def2-TZVPD basis set, the Open Molecules 2025 dataset).

Computed properties:
E = -9349.28474 eV
HOMO = -10.03 eV
Lowest unoccupied orbital energy = 0.022 hartree
M = 90.078 g/mol
ΔE to the lowest compared entry with this formula, charge and spin = 196.1 kJ/mol
Structure (SMILES) = COC(=O)CO
HOMO-LUMO gap = 10.64 eV
Largest force on an atom = 5.6 eV Å⁻¹

Last column: Löwdin charge in e.
Cartesian coordinates (Å):
1 C -1.76226 -0.58697 -0.04060  -0.096
2 O -0.41288 -0.48896 0.03569  -0.046
3 C 0.15190 0.68863 -0.08266  -0.537
4 O -0.46061 1.70265 -0.20336  0.128
5 C 1.65654 0.56290 0.12820  -0.138
6 O 1.98203 -0.76790 -0.34223  -0.125
7 H -2.33394 0.01209 0.66222  0.094
8 H -2.11279 -1.58912 -0.12263  0.079
9 H -2.18285 -0.13267 -1.08034  0.148
10 H 1.74155 0.83306 1.24747  0.157
11 H 2.17282 1.26384 -0.57602  0.143
12 H 1.56049 -1.49754 0.37425  0.194